No. 1
This record from the Open Molecules 2025 dataset describes a cluster of 2 separate species, C4H8BrClN in total at a distorted geometry. The level of theory is ωB97M-V/def2-TZVPD.

The calculation puts the strongest force on any atom at 6.18 eV/Å. The energy above the lowest of the compared OMol25 structures with the same formula, charge and spin comes out at 2.553 eV. The spin multiplicity is 1. For the total energy, the calculation gives -3245.79415 Eh. Its HOMO energy is -14.484 eV. For the HOMO-LUMO gap, the calculation gives 0.41049 Ha. As for the charge: +1.

```
15
Properties=species:S:1:pos:R:3:forces:R:3:mulliken_charge:R:1
C 1.75883 2.54392 0.97160 -1.27 -0.63 -0.62 -0.072
C 2.24733 1.62922 0.34979 2.11 -0.76 -0.11 -0.107
C -1.89311 -1.34640 -0.19444 0.70 2.50 5.60 -1.345
C -0.53354 -0.78563 0.27299 0.83 -2.19 0.52 -0.022
N 0.06078 0.14252 -0.75972 0.48 -2.23 0.88 -0.055
Cl 3.29553 0.43912 -0.34046 -1.31 1.57 0.80 -0.076
Br 0.75856 -2.26783 0.45201 -0.23 0.31 -0.03 -0.055
H -0.59992 -0.37771 1.31528 0.16 0.21 -1.39 0.371
H 0.95882 3.17014 1.34412 0.81 0.09 0.12 0.352
H -2.15282 -2.06012 0.62214 -0.06 0.42 -0.75 0.381
H -2.52085 -0.46292 -0.02721 -0.65 -0.40 -0.59 0.404
H -1.98416 -1.79915 -1.08316 0.06 -1.42 -3.43 0.498
H 1.08242 0.22955 -0.85961 0.13 -1.53 -0.22 0.029
H -0.04895 1.04342 -0.47783 -1.59 3.83 0.80 0.336
H -0.42892 -0.09813 -1.58551 -0.16 0.22 -1.58 0.362
```
Positions in Å, forces in eV/Å.


No. 2
This record from the Open Molecules 2025 dataset describes the ion C4H8BrClN4OPS with charge +1 at a distorted geometry. The level of theory is ωB97M-V/def2-TZVPD.

The calculation puts the strongest force on any atom at 2.12 eV/Å. The spin multiplicity is 1. For the total energy, the calculation gives -4224.92435 Eh. Its HOMO energy is -13.462 eV. For the HOMO-LUMO gap, the calculation gives 0.32457 Ha. As for the charge: +1.

```
21
Properties=species:S:1:pos:R:3:forces:R:3:mulliken_charge:R:1
C -1.09830 1.36428 -1.78511 0.20 0.57 1.23 -0.965
C -0.25844 1.91674 -0.57689 -1.05 0.60 -1.08 -0.373
N 1.00577 1.14340 -0.34179 -1.04 0.67 0.22 -0.769
N 0.79602 0.26338 0.71786 0.24 -1.13 0.00 0.506
C 0.69122 0.60114 2.05094 0.12 0.66 0.51 0.432
Br 0.84843 2.34272 2.79516 -0.08 -1.26 -0.77 0.007
N 0.46541 -0.47077 2.78479 0.26 1.28 -1.10 -0.676
N 0.44872 -1.46634 1.88518 -0.63 -1.24 0.81 0.356
S 0.14924 -3.03412 2.55541 0.03 -0.83 -0.18 -0.057
C 0.66322 -1.09718 0.62020 -0.33 2.09 -0.11 0.461
P 0.74459 -2.29822 -0.83701 0.17 -1.94 -0.62 0.362
O -0.59000 -2.00007 -1.79675 1.13 0.79 1.53 -0.436
Cl 2.39554 -1.68307 -1.96184 -1.19 0.43 0.62 -0.174
H -0.47024 1.31555 -2.69106 -0.54 -0.15 0.27 0.334
H -1.54225 0.39661 -1.48998 0.37 0.28 -0.52 0.170
H -1.95424 2.05954 -1.91118 0.60 -0.38 -0.25 0.379
H -0.94232 1.90896 0.29242 0.77 -0.10 -0.10 0.326
H -0.01129 2.97866 -0.76733 0.14 -0.64 0.15 0.313
H 1.17559 0.60812 -1.19492 0.34 -0.16 0.43 0.247
H -1.19944 -2.98502 2.80855 0.62 0.56 -0.39 0.210
H -1.31721 -1.86433 -1.15666 -0.14 -0.11 -0.65 0.347
```
Positions in Å, forces in eV/Å.


No. 3
This record from the Open Molecules 2025 dataset describes the molecule C4H8BrN at a distorted geometry. The level of theory is ωB97M-V/def2-TZVPD.

The calculation puts the strongest force on any atom at 2.36 eV/Å. The energy above the lowest of the compared OMol25 structures with the same formula, charge and spin comes out at 0.860 eV. The spin multiplicity is 1. For the total energy, the calculation gives -2785.91844 Eh. Its HOMO energy is -8.938 eV. For the HOMO-LUMO gap, the calculation gives 0.35625 Ha.

```
14
Properties=species:S:1:pos:R:3:forces:R:3:mulliken_charge:R:1
C 1.36633 0.58732 -0.87094 -0.28 0.05 0.19 -1.369
C 0.22884 0.52059 0.12715 0.27 0.37 -0.34 0.387
C -0.89741 -0.51170 -0.03669 -0.05 0.03 -0.01 -0.688
C -0.86110 -0.72600 1.47623 2.12 0.86 0.07 -0.309
N 0.60981 -0.11628 1.39921 -1.94 -1.32 0.27 -0.364
Br 1.18924 0.98938 2.79630 -0.19 0.05 -0.12 -0.112
H 1.70560 -0.41032 -1.13364 0.03 -0.13 -0.03 0.331
H 2.20126 1.12794 -0.42968 0.09 0.09 -0.01 0.308
H 1.04561 1.11139 -1.76760 0.04 0.04 -0.16 0.358
H -0.19999 1.52104 0.26915 -0.02 -0.05 0.11 0.351
H -0.56832 -1.38948 -0.58684 0.02 -0.04 -0.03 0.242
H -1.83527 -0.14518 -0.44422 -0.01 0.01 -0.05 0.309
H -1.53497 -0.07467 2.02499 -0.06 0.09 0.07 0.281
H -0.85910 -1.73394 1.87349 -0.02 -0.06 0.05 0.274
```
Positions in Å, forces in eV/Å.


No. 4
This record from the Open Molecules 2025 dataset describes a cluster of 2 separate species, C4H8BrN in total at a distorted geometry. The level of theory is ωB97M-V/def2-TZVPD.

The calculation puts the strongest force on any atom at 1.39 eV/Å. The energy above the lowest of the compared OMol25 structures with the same formula, charge and spin comes out at 7.420 eV. The spin multiplicity is 1. For the total energy, the calculation gives -2785.67740 Eh. Its HOMO energy (spin up / spin down) is -8.545 / -8.061 eV. For the HOMO-LUMO gap (spin up / spin down), the calculation gives 0.27615 / 0.23072 Ha.

```
14
Properties=species:S:1:pos:R:3:forces:R:3:mulliken_charge:R:1
C -0.67387 -0.02483 -1.07338 0.45 0.27 -1.23 -0.435
C -0.71473 -0.71723 1.39877 -0.14 -0.11 -0.22 -1.528
C 0.48882 1.37162 0.57082 -0.10 -0.04 -0.09 -1.366
C -0.02230 -0.02993 0.22449 0.81 -0.18 0.29 1.071
N 1.59842 -0.28912 -2.93443 -0.53 0.34 1.23 -0.328
Br -1.93225 -1.28246 -1.47915 -0.13 -0.27 -0.04 -0.025
H -0.11368 -0.62901 2.30026 0.07 0.06 0.00 0.395
H -1.67920 -0.24507 1.57664 -0.08 -0.01 0.11 0.382
H -0.87898 -1.77430 1.19640 -0.05 0.01 0.04 0.402
H -0.34674 2.01503 0.83877 -0.05 0.09 0.05 0.364
H 0.99802 1.79955 -0.28580 0.07 0.09 -0.08 0.392
H 1.17720 1.32639 1.41041 0.04 -0.02 0.08 0.362
H 0.86906 -0.61542 -0.07904 0.04 -0.04 0.14 0.139
H 1.23022 -0.90522 -3.66474 -0.40 -0.20 -0.27 0.175
```
Positions in Å, forces in eV/Å.


No. 5
This record from the Open Molecules 2025 dataset describes a structure of composition C4H8CdO3 at a distorted geometry. The level of theory is ωB97M-V/def2-TZVPD.

The calculation puts the strongest force on any atom at 4.39 eV/Å. The energy above the lowest of the compared OMol25 structures with the same formula, charge and spin comes out at 2.261 eV. The spin multiplicity is 2. For the total energy, the calculation gives -550.19401 Eh. Its HOMO energy (spin up / spin down) is -12.454 / -13.675 eV. For the HOMO-LUMO gap (spin up / spin down), the calculation gives 0.26491 / 0.28420 Ha. As for the charge: +1.

```
16
Properties=species:S:1:pos:R:3:forces:R:3:mulliken_spin:R:1
C 2.15865 0.13447 -1.31789 2.18 -2.58 2.80 -0.001
O 2.38900 0.46643 -0.10676 1.30 -0.14 -4.06 0.007
H 0.19997 0.59217 -1.51868 -2.54 0.65 1.15 -0.001
H 2.93652 0.36256 -2.06598 -0.93 1.15 -0.19 0.000
H 1.75287 -0.89051 -1.41531 -0.74 0.74 -0.43 0.000
O -0.35594 1.70401 0.28686 -2.08 1.94 -1.08 0.045
C -0.89339 0.97084 -0.69625 1.98 -0.69 -0.43 0.015
C -1.50201 -0.29562 -0.10143 -0.29 -0.27 -1.08 -0.012
O -0.46062 -0.99917 0.57608 -0.05 -0.88 0.38 0.195
C -0.44471 -1.05656 1.92159 0.37 0.81 -0.42 0.608
Cd 1.09442 0.92585 1.28850 -0.17 -0.45 3.32 0.115
H -1.66879 1.49529 -1.28406 0.74 -0.05 -0.22 0.003
H -1.85418 -0.95357 -0.90736 0.01 0.04 0.35 0.003
H -2.33128 -0.04762 0.57827 0.33 -0.01 -0.14 -0.002
H 0.28926 -1.76400 2.31172 -0.47 0.14 0.04 0.014
H -1.30976 -0.64456 2.45070 0.37 -0.39 0.01 0.012
```
Positions in Å, forces in eV/Å.


No. 6
This record from the Open Molecules 2025 dataset describes a cluster of 2 separate species, C4H8Cl2NO in total at a distorted geometry. The level of theory is ωB97M-V/def2-TZVPD.

The calculation puts the strongest force on any atom at 4.13 eV/Å. The energy above the lowest of the compared OMol25 structures with the same formula, charge and spin comes out at 2.781 eV. The spin multiplicity is 1. For the total energy, the calculation gives -1207.21275 Eh. Its HOMO energy is -14.125 eV. For the HOMO-LUMO gap, the calculation gives 0.39417 Ha. As for the charge: +1.

```
16
Properties=species:S:1:pos:R:3:forces:R:3:mulliken_charge:R:1
C 1.53487 -0.66532 -0.57740 1.31 -0.02 0.81 -0.503
C 2.06165 0.77185 -0.38737 1.31 0.95 -1.97 -0.242
C 0.34520 0.64455 1.10020 -3.29 -1.33 2.12 -0.248
C -2.98537 0.27580 0.30336 1.16 0.17 0.60 -0.206
N 0.41985 -0.70322 0.35862 -2.06 0.96 -1.69 0.223
O 1.23740 1.34567 0.67596 1.87 1.07 -1.44 -0.063
Cl -2.50731 -1.42758 -0.09126 -1.21 0.03 0.17 -0.209
Cl -1.75725 1.24395 -0.63376 -1.15 0.32 0.33 -0.105
H 1.35803 -0.87071 -1.60148 -0.96 0.04 -0.85 0.294
H 2.09802 -1.50988 -0.23420 1.41 0.08 -0.04 0.365
H 3.11333 1.00914 -0.01734 -1.31 -0.81 -0.97 0.320
H 1.80126 1.29300 -1.38995 0.75 -0.23 2.00 0.261
H -2.81878 0.39255 1.41360 -0.13 0.10 -1.41 0.282
H -4.00845 0.56329 -0.00547 0.75 -0.54 -0.04 0.341
H -0.55176 -1.05105 0.01133 1.22 0.87 0.44 0.126
H 0.65930 -1.31203 1.07515 0.31 -1.66 1.94 0.366
```
Positions in Å, forces in eV/Å.


No. 7
This record from the Open Molecules 2025 dataset describes a structure of composition C4H8Cl2Si at a distorted geometry. The level of theory is ωB97M-V/def2-TZVPD.

The calculation puts the strongest force on any atom at 4.87 eV/Å. The energy above the lowest of the compared OMol25 structures with the same formula, charge and spin comes out at 6.169 eV. The spin multiplicity is 1. For the total energy, the calculation gives -1366.95552 Eh. Its HOMO energy (spin up / spin down) is -8.126 / -7.396 eV. For the HOMO-LUMO gap (spin up / spin down), the calculation gives 0.28761 / 0.26960 Ha.

```
15
Properties=species:S:1:pos:R:3:forces:R:3:mulliken_charge:R:1
C 1.14586 0.41048 0.75632 -0.57 1.40 1.58 -0.055
C 0.06640 0.01583 0.15583 -2.41 -0.57 -2.04 -0.468
C 1.48798 1.53750 1.78970 -3.48 0.65 -3.35 -0.900
C -1.78858 -2.85699 -2.02435 0.40 0.37 -1.26 -0.459
Si 0.00928 -2.29434 -1.94381 -0.61 1.05 4.26 0.487
Cl -1.77530 -3.88397 -3.51709 -0.23 -0.41 -0.03 -0.201
Cl 1.05305 -3.53070 -0.62709 -0.15 0.03 -0.68 -0.245
H 2.03636 -0.02949 0.50716 2.12 -1.66 -0.82 0.282
H -1.01924 0.30005 -0.01553 1.76 -0.17 0.85 0.214
H 2.21883 2.11548 1.23050 0.14 0.40 0.39 0.265
H 1.87960 1.16369 2.67597 0.52 -0.62 1.62 0.302
H 0.51030 2.12847 1.87768 1.66 -0.50 0.51 0.264
H -2.25283 -3.38750 -1.21363 0.29 -0.33 0.42 0.334
H -2.44197 -2.03788 -2.29027 -0.07 0.35 0.07 0.259
H 0.69195 -2.03557 -3.13266 0.63 0.00 -1.53 -0.080
```
Positions in Å, forces in eV/Å.


No. 8
This record from the Open Molecules 2025 dataset describes the molecule C4H8Cl2Si at a distorted geometry. The level of theory is ωB97M-V/def2-TZVPD.

The calculation puts the strongest force on any atom at 3.05 eV/Å. The energy above the lowest of the compared OMol25 structures with the same formula, charge and spin comes out at 3.790 eV. The spin multiplicity is 1. For the total energy, the calculation gives -1367.04295 Eh. Its HOMO energy is -9.896 eV. For the HOMO-LUMO gap, the calculation gives 0.39277 Ha.

```
15
Properties=species:S:1:pos:R:3:forces:R:3:mulliken_charge:R:1
C -1.34163 -1.78061 0.21509 -1.60 0.33 1.12 -0.634
C -0.53016 -1.27641 -0.71382 -0.32 -0.93 0.78 -0.298
Si 0.21979 0.41384 -0.67633 -0.41 1.06 0.91 0.403
C -0.90959 1.67424 0.21933 1.04 -1.66 0.47 -0.972
C 1.89039 0.20316 0.33488 -1.39 -0.04 -2.71 -0.108
Cl 2.99094 1.42205 -0.27007 0.78 0.40 -0.21 -0.176
Cl 2.44740 -1.44864 0.16046 0.67 -0.36 0.14 -0.170
H -1.54481 -2.85937 0.41254 0.38 0.81 -0.68 0.232
H -1.97751 -1.15654 0.87941 0.71 -0.15 -0.30 0.212
H -0.10455 -2.10933 -1.22848 0.82 -0.02 -0.90 0.435
H 0.40344 1.12204 -1.93212 0.55 -0.39 -0.69 -0.151
H -0.91596 1.24845 1.23276 -0.25 0.50 0.14 0.275
H -0.47414 2.70313 0.24752 -0.95 -0.82 -0.35 0.313
H -1.89325 1.41152 -0.20991 0.23 1.13 0.10 0.304
H 1.73965 0.43248 1.32875 -0.27 0.15 2.19 0.334
```
Positions in Å, forces in eV/Å.


What did the third record say?
This record from the Open Molecules 2025 dataset describes the molecule C4H8BrN at a distorted geometry. The level of theory is ωB97M-V/def2-TZVPD.

The calculation puts the strongest force on any atom at 2.36 eV/Å. The energy above the lowest of the compared OMol25 structures with the same formula, charge and spin comes out at 0.860 eV. The spin multiplicity is 1. For the total energy, the calculation gives -2785.91844 Eh. Its HOMO energy is -8.938 eV. For the HOMO-LUMO gap, the calculation gives 0.35625 Ha.

```
14
Properties=species:S:1:pos:R:3:forces:R:3:mulliken_charge:R:1
C 1.36633 0.58732 -0.87094 -0.28 0.05 0.19 -1.369
C 0.22884 0.52059 0.12715 0.27 0.37 -0.34 0.387
C -0.89741 -0.51170 -0.03669 -0.05 0.03 -0.01 -0.688
C -0.86110 -0.72600 1.47623 2.12 0.86 0.07 -0.309
N 0.60981 -0.11628 1.39921 -1.94 -1.32 0.27 -0.364
Br 1.18924 0.98938 2.79630 -0.19 0.05 -0.12 -0.112
H 1.70560 -0.41032 -1.13364 0.03 -0.13 -0.03 0.331
H 2.20126 1.12794 -0.42968 0.09 0.09 -0.01 0.308
H 1.04561 1.11139 -1.76760 0.04 0.04 -0.16 0.358
H -0.19999 1.52104 0.26915 -0.02 -0.05 0.11 0.351
H -0.56832 -1.38948 -0.58684 0.02 -0.04 -0.03 0.242
H -1.83527 -0.14518 -0.44422 -0.01 0.01 -0.05 0.309
H -1.53497 -0.07467 2.02499 -0.06 0.09 0.07 0.281
H -0.85910 -1.73394 1.87349 -0.02 -0.06 0.05 0.274
```
Positions in Å, forces in eV/Å.